ORCA calculation (the ωB97M-V functional and the def2-TZVPD basis) on a structure of composition C6H12N2O.

2S+1: 1
Energy above the lowest of the compared OMol25 structures with the same formula, charge and spin in kJ/mol: 894.1
LUMO in eV: 0.756
Orbital gap in eV: 9.05
Total charge: 0

```
21
Properties=species:S:1:pos:R:3:forces:R:3
C 0.24361 -0.15024 -0.12537 -4.282 -0.670 -4.542
C -0.24485 0.15298 -1.71306 0.176 -0.062 1.255
C 0.32688 1.48541 -2.34674 1.910 -2.325 -0.283
C -0.56787 -1.12187 0.69499 -0.916 0.072 -0.420
C -2.04135 -0.94970 1.07176 -4.343 3.296 1.456
C -1.01887 -0.85380 2.12172 2.394 -3.298 1.172
H 1.49130 -0.22247 2.26611 1.765 1.859 -4.169
H 3.00385 0.05689 1.05087 -2.664 0.967 0.863
H 0.45557 -0.43922 -2.34093 -1.399 -1.125 0.563
H -1.40527 0.02962 -1.75149 2.249 -0.101 -0.423
H -0.18472 2.34483 -1.82785 0.882 -0.189 -1.369
H 0.27591 1.25603 -3.64926 -0.093 1.576 4.141
H 1.84100 1.56085 -0.79543 -0.163 -1.619 -5.178
H -0.38768 -2.15951 0.37686 0.230 0.400 0.508
H -3.10811 -1.67125 1.16212 3.925 1.822 -0.686
H -2.37701 0.24322 1.23846 0.204 -3.212 -1.911
H -0.75450 -1.72282 2.80055 -0.588 1.258 -0.576
H -0.73154 0.11507 2.46494 -0.150 0.361 0.521
N 1.97045 0.40912 1.21668 2.760 -3.092 5.676
N 1.36157 0.31177 0.05800 0.920 0.872 1.806
O 1.85163 1.32506 -1.97294 -2.818 3.212 1.597
```
Positions in Å, forces in eV/Å.

---

ORCA calculation (the ωB97M-V functional and the def2-TZVPD basis) on a structure of composition C22H23N4O9SSn.

2S+1: 1
Energy above the lowest of the compared OMol25 structures with the same formula, charge and spin in kJ/mol: 135.7
LUMO in eV: -3.919
Orbital gap in eV: 7.72
Total charge: +1

```
60
Properties=species:S:1:pos:R:3:forces:R:3
Sn -0.67971 -1.16814 0.71893 -0.238 -0.011 -0.185
O 0.12581 5.38039 -4.29288 -0.083 0.191 -0.196
C -0.18517 4.08183 -4.16554 0.007 -0.194 0.132
O -0.58038 3.44654 -5.09957 0.037 0.048 -0.031
C -0.01850 3.46762 -2.80471 -0.047 0.007 0.068
C -0.21965 4.17616 -1.62602 0.055 -0.018 -0.103
C -0.14944 3.53205 -0.40108 -0.056 -0.083 0.145
C 0.14142 2.17076 -0.34230 0.046 0.324 -0.396
C 0.35544 1.46717 -1.53092 0.036 0.083 0.298
C 0.26530 2.10560 -2.74755 0.012 0.043 -0.122
N 0.13223 1.43916 0.85774 -0.059 -0.291 0.185
C 0.50507 1.93129 1.96705 0.091 0.128 -0.217
C 0.40064 1.16849 3.21757 0.015 -0.158 0.384
C 0.82008 1.72336 4.41931 -0.016 0.055 -0.173
C 0.70619 0.97091 5.58039 -0.028 -0.086 -0.003
C 0.17582 -0.30431 5.50214 0.034 0.092 0.047
C -0.22243 -0.78242 4.25843 0.042 0.011 -0.042
N -0.11264 -0.06746 3.14780 -0.052 0.072 -0.046
H 0.50868 5.75039 -3.49094 0.055 -0.075 0.094
H -0.48343 5.22676 -1.65226 -0.017 -0.001 0.022
H -0.37613 4.07926 0.50529 0.000 -0.003 0.000
H 0.59632 0.41333 -1.47524 -0.009 -0.063 -0.088
H 0.39296 1.56657 -3.67688 0.020 -0.021 0.024
H 0.93685 2.93256 2.04583 -0.041 0.018 -0.055
H 1.22151 2.72796 4.44483 0.027 -0.012 -0.011
H 1.02904 1.37779 6.52884 -0.010 0.000 0.007
H 0.06867 -0.91799 6.38507 -0.014 -0.031 -0.022
H -0.63706 -1.77714 4.14148 0.027 -0.012 0.069
O 0.38051 -4.66559 0.68992 0.184 0.308 -0.637
S -0.67179 -3.96296 -0.42223 -0.064 -0.300 0.026
O -1.01471 -4.96949 -1.34519 0.068 -0.305 0.131
O -1.72500 -3.39285 0.40475 -0.228 0.068 0.204
O 0.15227 -2.85449 -0.93756 0.249 0.613 -0.034
C 3.57226 -2.18031 2.34662 -0.233 0.037 -0.138
C 3.24230 -2.51048 0.90340 0.449 0.186 0.216
C 4.47499 -2.87023 0.09348 -0.168 -0.102 -0.021
O 2.56433 -1.41758 0.34497 -0.421 -0.219 -0.117
C 1.15811 -3.68641 1.21419 0.402 0.309 0.782
O 2.39836 -3.71460 0.78043 -0.544 -0.371 -0.153
O 0.71854 -2.87288 2.01045 0.015 -0.172 -0.290
H 4.43432 -1.51540 2.35710 0.013 -0.014 0.029
H 3.81190 -3.09009 2.89311 0.056 -0.002 -0.009
H 2.72838 -1.68403 2.81936 0.024 -0.027 0.043
H 5.05819 -1.97033 -0.09099 0.006 0.011 0.085
H 4.18097 -3.30891 -0.86041 0.015 0.013 -0.013
H 5.08480 -3.59182 0.63392 0.001 -0.030 -0.033
H 2.36633 -1.64510 -0.57570 0.146 0.058 -0.046
N -5.09303 0.45220 -3.99697 0.046 -0.013 0.057
C -4.15685 0.14656 -3.07791 0.106 -0.030 0.114
C -4.19258 0.69609 -1.78295 -0.068 0.041 -0.052
C -3.21875 0.34925 -0.88317 0.131 0.020 -0.002
N -2.21284 -0.48955 -1.16386 0.128 -0.160 0.228
C -2.17977 -1.02476 -2.39351 0.024 -0.038 0.023
C -3.10571 -0.74256 -3.36407 -0.046 0.044 -0.062
H -5.82764 1.10037 -3.78171 -0.030 0.001 -0.063
H -5.04454 0.07403 -4.92503 -0.037 0.027 -0.021
H -4.98099 1.38206 -1.50270 0.020 -0.004 0.042
H -3.22097 0.75993 0.12258 -0.095 0.056 -0.030
H -1.36760 -1.71693 -2.58426 -0.024 0.010 -0.066
H -3.03129 -1.20164 -4.34087 0.040 -0.025 0.022
```
Positions in Å, forces in eV/Å.

---

ORCA calculation (the ωB97M-V functional and the def2-TZVPD basis) on an isolated molecule of C6H10OS.

2S+1: 1
Energy above the lowest of the compared OMol25 structures with the same formula, charge and spin in kJ/mol: 566.1
SMILES: C[C@@H]1[C@H]2OCCS[C@H]12
LUMO in eV: 0.869
Orbital gap in eV: 9.43
Total charge: 0

```
18
Properties=species:S:1:pos:R:3:forces:R:3
C 2.51731 0.15669 -0.56756 0.862 -0.440 1.658
C 1.52801 -0.70153 0.48261 3.252 1.082 -0.680
C 0.11173 -0.94606 -0.15337 3.117 1.966 2.288
O -1.07294 -1.59028 -0.11215 -1.034 -0.444 1.267
C -2.02450 -0.57458 0.17500 -3.992 1.703 -1.456
C -1.80834 0.90800 -0.45895 -2.518 -0.531 2.940
S -0.18594 1.75999 0.17460 -1.026 -0.507 -1.335
C 0.46674 0.21768 0.87738 -2.856 0.347 -0.696
H 3.02923 0.91689 0.18586 -1.522 -0.929 -1.724
H 3.48909 -0.39947 -0.88076 -2.140 0.463 -0.122
H 1.87785 0.66111 -1.41661 1.686 -0.956 1.761
H 2.19798 -1.10319 1.29583 -1.306 -0.151 -0.834
H 0.44905 -0.63761 -1.09592 -0.928 0.574 -1.742
H -2.50881 -0.44645 1.18593 2.173 -0.508 0.040
H -3.08096 -0.79938 -0.27634 2.050 -0.460 -0.170
H -2.70799 1.37074 0.13545 1.827 -0.152 -0.725
H -2.33109 0.94765 -1.44677 1.992 0.158 -0.042
H 0.05357 0.25979 1.89577 0.361 -1.215 -0.427
```
Positions in Å, forces in eV/Å.

---

ORCA calculation (the ωB97M-V functional and the def2-TZVPD basis) on a structure of composition C34H27B3BrFO8.

2S+1: 1
LUMO in eV: -1.223
Orbital gap in eV: 7.93
Total charge: 0

```
74
Properties=species:S:1:pos:R:3:forces:R:3
C 0.23371 -6.31274 -4.46429 -0.226 -0.674 -0.445
C 1.20338 -7.48776 -4.11311 -0.876 0.308 0.356
Br 0.28035 -9.16204 -4.71064 0.486 0.192 -0.035
C 1.49281 -7.66066 -2.59905 0.262 -0.154 -0.672
B 2.24324 -6.43184 -1.92307 -0.443 -0.506 1.094
O 3.28147 -6.74752 -1.01614 0.210 0.390 -1.635
B 4.33401 -5.84463 -1.10659 -0.066 0.094 1.195
F 5.56874 -6.25485 -1.36804 -0.499 0.203 0.359
O 4.03071 -4.48827 -0.91682 -0.246 -1.236 -1.566
B 3.03004 -4.22552 -1.85752 -0.459 1.537 0.156
C 3.16733 -2.90521 -2.72808 -0.382 -0.864 -1.556
C 3.13497 -3.41624 -4.22969 2.970 1.821 1.519
C 4.28228 -4.55274 -4.55374 -1.366 -0.653 -0.736
O 4.21110 -3.03318 -5.01989 -3.606 -0.655 0.275
O 1.93219 -5.07901 -2.12361 1.696 -0.721 0.098
H -0.76510 -6.72902 -4.69535 0.502 0.277 0.172
H 0.08324 -5.59208 -3.64564 0.458 -0.182 -0.398
H 0.58589 -5.84874 -5.40495 -0.211 0.135 0.606
H 2.11137 -7.43518 -4.73688 -0.348 -0.135 0.480
H 2.15613 -8.54213 -2.48648 -0.376 0.438 0.078
H 0.54171 -7.93006 -2.09601 0.429 0.346 -0.127
H 2.33924 -2.18039 -2.63013 0.458 -0.127 0.178
H 4.17065 -2.48096 -2.57296 -0.546 0.113 -0.053
H 2.13955 -3.55060 -4.71264 0.879 -0.121 0.242
H 3.41902 -5.17942 -4.99918 0.360 0.834 -0.817
H 4.89402 -4.70907 -5.46322 0.988 -0.671 1.252
C -0.78693 -1.61714 -1.35799 0.038 -0.031 0.077
C -0.14799 -2.78439 -0.94699 -0.096 0.121 0.044
C 0.04242 -3.03169 0.40347 0.068 -0.121 -0.196
C -0.39197 -2.10871 1.34793 -0.040 0.124 -0.096
C -1.01026 -0.92802 0.93382 0.062 -0.131 -0.024
C -1.21631 -0.69117 -0.42112 0.007 -0.006 -0.201
C -1.43715 0.09108 1.92716 -0.191 0.381 -0.115
O -1.97963 1.11772 1.56656 0.006 -0.066 0.015
C -1.18074 -0.16465 3.36759 0.069 -0.081 0.108
C -1.52156 0.80347 4.30652 -0.034 0.084 0.153
C -1.29896 0.57009 5.65408 0.013 -0.066 -0.036
C -0.74295 -0.63560 6.07141 -0.020 0.030 -0.082
C -0.39641 -1.60125 5.13983 0.013 0.032 0.192
C -0.60490 -1.36595 3.78547 -0.069 0.136 0.003
C -0.19657 -2.39467 2.79381 0.220 -0.443 0.171
O 0.29217 -3.44584 3.15553 -0.034 0.075 -0.035
H -0.94420 -1.42838 -2.41315 -0.007 0.001 0.033
H 0.19880 -3.50211 -1.67903 -0.058 0.000 0.031
H 0.53351 -3.94296 0.72229 -0.049 0.066 0.135
H -1.70750 0.21778 -0.74412 0.023 0.016 0.152
H -1.95700 1.74163 3.98610 0.027 -0.076 -0.116
H -1.56029 1.32731 6.38289 0.004 -0.021 -0.028
H -0.57613 -0.81917 7.12556 -0.003 0.004 -0.034
H 0.04033 -2.53609 5.46676 0.003 -0.004 -0.159
C -3.53302 3.90997 2.26531 -0.040 0.089 0.038
C -4.49682 4.83257 2.66311 0.106 0.026 -0.056
C -4.30234 6.18556 2.43341 -0.156 -0.112 0.083
C -3.13716 6.62452 1.81508 0.099 -0.127 -0.013
C -2.15914 5.70131 1.43740 -0.160 0.050 0.070
C -2.36614 4.34303 1.65439 -0.042 -0.149 0.062
C -0.88639 6.15727 0.81963 0.320 -0.364 -0.124
O -0.03606 5.35591 0.48678 -0.041 0.072 0.016
C -0.67048 7.61537 0.62461 -0.049 0.160 0.030
C 0.53689 8.06451 0.10056 0.144 0.124 -0.074
C 0.74454 9.42014 -0.09790 -0.081 -0.016 0.025
C -0.25690 10.33368 0.21788 0.001 -0.079 0.006
C -1.45962 9.89198 0.74533 0.097 0.169 -0.042
C -1.66717 8.53358 0.95926 0.137 -0.048 -0.057
C -2.94827 8.07577 1.55833 -0.390 0.307 0.136
O -3.82139 8.87348 1.83755 0.074 -0.040 -0.020
H -3.68986 2.85229 2.43677 0.058 0.016 -0.068
H -5.40237 4.49368 3.15142 0.020 0.014 -0.024
H -5.05593 6.89999 2.73911 0.108 0.085 -0.084
H -1.61746 3.62270 1.35170 0.019 0.093 -0.015
H 1.31658 7.35638 -0.14908 -0.130 -0.091 0.040
H 1.68753 9.76795 -0.50141 -0.030 -0.016 0.008
H -0.09567 11.39229 0.05556 -0.008 -0.033 0.007
H -2.23521 10.60469 0.99454 -0.056 -0.143 0.048
```
Positions in Å, forces in eV/Å.

---

Which formula does entry 2 have?
C22H23N4O9SSn

---

Among the records above, which one has the highest LUMO?
C6H10OS